ORCA calculation (ωB97M-V with the def2-TZVPD basis set) on a single C21H28N2O molecule.

As for the relative energy (zero: lowest compared OMol25 entry of this formula, charge and spin): 0.40 kcal/mol. Its total charge is 0. The SMILES is O=C(c1ccccc1)N1CCN([C@H]2[C@@H]3C[C@H]4C[C@@H](C3)C[C@@H]2C4)CC1. For the HOMO energy, the calculation gives -0.3014 Eh. The LUMO energy comes out at 0.71 eV. Its gap between HOMO and LUMO is 8.910 eV.

```
52
Properties=species:S:1:pos:R:3:forces:R:3
O 1.585095 -0.401862 2.605152 0.23 0.20 -0.02
C 0.394931 -0.468996 2.350375 -0.06 -0.02 0.06
C -0.534899 0.649265 2.700808 0.00 0.24 0.18
C -1.622375 0.453573 3.545323 0.12 -0.01 -0.08
C -2.423413 1.523494 3.902488 -0.08 -0.01 0.06
C -2.150100 2.791151 3.415206 -0.04 0.05 0.02
C -1.059988 2.992998 2.585344 0.00 0.06 -0.03
C -0.247533 1.928310 2.239361 0.05 -0.15 -0.03
N -0.160578 -1.557685 1.766738 -0.01 -0.19 -0.01
C -1.491535 -1.626696 1.208648 -0.30 0.06 -0.19
C -1.402694 -2.150432 -0.249921 -0.07 -0.02 -0.01
N -0.123607 -1.868478 -0.864497 0.10 0.09 -0.01
C 0.097134 -0.437008 -1.112434 -0.11 0.09 -0.07
C -0.730252 -0.009443 -2.340872 -0.22 -0.01 0.05
C -0.645037 1.505510 -2.516359 0.03 -0.02 0.03
C 0.807102 1.906735 -2.757195 0.00 0.29 -0.04
C 1.323061 1.220100 -4.020449 -0.01 -0.03 0.05
C 1.239968 -0.295124 -3.843148 0.08 -0.11 -0.25
C -0.207638 -0.709882 -3.592662 0.01 -0.02 0.01
C 2.085593 -0.724628 -2.646751 -0.04 -0.03 0.00
C 1.557098 -0.048030 -1.381829 0.16 -0.09 0.28
C 1.644149 1.469816 -1.558901 -0.07 0.00 -0.03
C 0.887122 -2.647372 -0.166426 0.03 -0.15 0.04
C 0.688210 -2.659478 1.369762 0.28 -0.09 0.04
H -1.829855 -0.533748 3.932151 -0.04 -0.10 0.01
H -3.263535 1.367924 4.563391 -0.06 -0.01 0.06
H -2.781513 3.623003 3.690589 -0.05 0.06 0.02
H -0.837649 3.982485 2.213734 0.02 0.07 -0.03
H 0.619464 2.077823 1.612744 0.09 0.01 -0.04
H -2.114159 -2.303890 1.807828 -0.05 0.09 -0.05
H -1.946678 -0.635603 1.230604 0.04 -0.16 0.01
H -2.210492 -1.717212 -0.838749 -0.04 -0.09 0.04
H -1.528735 -3.236735 -0.262888 -0.09 0.02 0.00
H -0.243496 0.163894 -0.251992 0.01 0.03 -0.03
H -1.779502 -0.282461 -2.193010 0.04 0.00 0.03
H -1.264020 1.811362 -3.363140 -0.06 0.04 -0.01
H -1.028216 2.006754 -1.623283 -0.05 0.05 0.03
H 0.874604 2.994309 -2.875718 0.00 -0.06 0.01
H 2.357748 1.516493 -4.208062 0.05 0.04 -0.05
H 0.725160 1.528205 -4.881473 0.00 0.03 -0.07
H 1.611608 -0.788655 -4.748363 -0.02 0.02 0.06
H -0.264575 -1.789653 -3.447249 -0.04 -0.03 -0.07
H -0.829312 -0.443433 -4.450594 -0.05 -0.01 -0.05
H 2.040312 -1.809814 -2.548927 0.07 -0.07 0.00
H 3.129138 -0.439876 -2.802463 0.06 -0.03 0.01
H 2.176588 -0.311903 -0.518612 -0.05 -0.02 -0.03
H 2.688126 1.754895 -1.707816 0.05 0.02 0.04
H 1.288438 1.971800 -0.656181 0.02 0.04 0.06
H 1.878859 -2.280337 -0.408036 0.01 -0.02 -0.02
H 0.813097 -3.675613 -0.543074 0.12 0.04 0.07
H 0.210190 -3.589890 1.693917 0.04 0.02 -0.01
H 1.640132 -2.546475 1.889150 -0.13 -0.12 -0.04
```
Forces are in eV/Å.